Arrangement A

The following is a quantum chemistry calculation of a cluster of 2 separate species, C9H14 in total, from the Open Molecules 2025 dataset.

LUMO energy ... 1.01 eV
Gap between HOMO and LUMO ... 9.94 eV
E_HOMO ... -8.93 eV
SMILES ... Cc1ccccc1.CC

ORCA input file:
```
! RIJCOSX wB97M-V def2-TZVPD def2/J DEFGRID3
* xyz 0 1
H 0.34806 0.47266 4.05738
C -0.60249 0.08772 3.61960
H 0.48941 0.68660 -1.58708
H -0.56449 -1.92548 1.59761
C -0.37157 -0.88487 1.37451
H 1.61465 -0.38540 -2.80667
H -0.62357 0.36186 -3.92185
H -1.55886 0.73591 3.82406
C -0.32967 -0.67439 -3.56885
C 0.16602 1.58932 0.22736
C 0.05478 1.43397 1.68338
H -0.00013 -1.64050 -0.66460
H -1.05247 -1.22028 -4.18690
H 1.30684 -1.95447 -3.04576
H 0.24722 2.51090 -0.28524
C 0.19894 0.48858 -0.55873
C -0.14817 -0.75447 0.04978
H 0.36185 2.29068 2.19865
H -0.83374 -1.00800 3.52499
H -0.65898 -0.88918 -2.55343
C -0.28041 0.19453 2.14388
H 1.63264 -0.89355 -4.51313
C 1.19450 -1.00400 -3.57728
*
```

***

Arrangement B

The following is a quantum chemistry calculation of a cluster of 2 separate species, C9H14 in total, from the Open Molecules 2025 dataset.

LUMO energy ... 1.03 eV
Gap between HOMO and LUMO ... 10.12 eV
E_HOMO ... -9.09 eV
SMILES ... Cc1ccccc1.CC

ORCA input file:
```
! RIJCOSX wB97M-V def2-TZVPD def2/J DEFGRID3
* xyz 0 1
H 1.06341 2.26417 -1.85667
H 2.34589 -0.63224 0.30594
C 1.17532 1.18288 0.03563
H 2.65207 1.65883 -1.60012
H -2.60477 -2.94246 -0.54688
H -1.56266 -3.25328 -1.95546
H -0.64742 -1.45928 -0.16526
C 0.17301 0.54708 2.57545
H 0.07555 3.04914 0.32020
C 0.35609 2.08043 0.70121
H 1.34665 0.58845 -1.99420
H -1.79690 -0.37798 -0.91692
C -1.22646 -1.30096 -1.08336
C -2.12015 -2.48571 -1.41599
C 0.99378 -0.34929 1.88414
H -0.31937 0.31721 3.51128
C 1.54089 -0.00139 0.66113
C -0.10978 1.76606 1.98840
H -2.94351 -2.20560 -2.07351
H 1.11032 -1.33290 2.33843
H -0.47697 -1.13103 -1.85243
C 1.60486 1.44761 -1.37697
H -0.62987 2.57027 2.51597
*
```

***

Arrangement C

The following is a quantum chemistry calculation of a cluster of 2 separate species, C9H14 in total, from the Open Molecules 2025 dataset.

LUMO energy ... 0.99 eV
Gap between HOMO and LUMO ... 10.12 eV
E_HOMO ... -9.13 eV
SMILES ... Cc1ccccc1.CC

ORCA input file:
```
! RIJCOSX wB97M-V def2-TZVPD def2/J DEFGRID3
* xyz 0 1
H -2.44393 -1.19655 -1.60391
C -0.20940 2.70016 -1.33063
H -0.02153 -1.08078 -0.85060
C 0.91929 0.70156 -0.67056
H -3.09178 0.00678 -2.77475
C -1.37109 0.52604 -1.49594
C -0.14068 -0.09516 -1.06862
H 1.59839 -0.99430 3.71652
H 2.10135 -2.79932 3.43685
C 1.93425 -1.80591 3.00805
H 2.85447 -1.34115 2.57332
H 1.87077 2.66981 -0.84315
H 0.82369 -3.01455 1.69120
H -2.26945 2.49937 -1.68822
C 0.90830 2.05927 -0.89293
H -0.31841 3.73835 -1.60828
H 1.94681 0.23044 -0.16827
H -3.49953 0.24972 -1.02797
C -2.68321 -0.12969 -1.79505
H 0.02889 -1.40224 2.02433
C -1.41355 1.89429 -1.52911
H 1.45274 -1.44111 1.05582
C 1.02360 -1.97503 1.84189
*
```

***

Arrangement D

The following is a quantum chemistry calculation of a cluster of 2 separate species, C9H14 in total, from the Open Molecules 2025 dataset.

LUMO energy ... 1.01 eV
Gap between HOMO and LUMO ... 10.13 eV
E_HOMO ... -9.12 eV
SMILES ... Cc1ccccc1.CC

ORCA input file:
```
! RIJCOSX wB97M-V def2-TZVPD def2/J DEFGRID3
* xyz 0 1
C 0.88590 0.81197 -0.71779
C 0.79498 1.48855 2.79546
H 1.98516 -0.40049 3.28876
H 1.69646 -1.10799 -0.47794
H -1.62890 -2.82905 -0.61467
H 0.49191 -0.55377 2.22938
H 1.72197 1.28557 -0.30287
H -0.11889 -3.08509 -0.04708
C -1.45752 -0.39438 -1.27587
H -2.30569 -0.98463 -1.59407
C -0.54921 -2.69055 -0.98054
C 0.84468 -0.59316 -0.68626
C -1.34243 1.01271 -1.43678
H -0.15960 -3.11420 -1.85351
C -0.31191 -1.15010 -1.10172
H 0.35182 -0.31615 3.81881
C -0.12191 1.66071 -1.20413
H -0.11135 2.79884 -1.16440
H -2.14814 1.61257 -1.82311
H 0.84930 2.02595 3.83890
H 1.56122 2.06688 2.23776
C 0.91917 0.01410 2.98093
H -0.15575 1.64247 2.22425
*
```

***

Stability summary: most stable arrangement B, least stable arrangement A.

***

Arrangement A

The following is a quantum chemistry calculation of the molecule C2H3NOS2, from the Open Molecules 2025 dataset.

LUMO energy ... 0.45 eV
Gap between HOMO and LUMO ... 9.54 eV
E_HOMO ... -9.09 eV
SMILES ... O=CS/C=N/S

ORCA input file:
```
! RIJCOSX wB97M-V def2-TZVPD def2/J DEFGRID3
* xyz 0 1
H -1.39527 -0.65172 2.85457
S 1.32544 0.51649 -2.53396
S -1.24418 0.29186 0.73288
H 0.71661 1.34086 -3.40739
N -0.11133 0.65480 -1.47110
C 0.05172 0.10943 -0.37183
H 0.87801 -0.43471 0.07510
O 0.42028 -1.17213 2.08964
C -0.64128 -0.65489 2.03209
*
```

***

Arrangement B

The following is a quantum chemistry calculation of a cluster of 2 separate species, C2H3NOS2 in total, from the Open Molecules 2025 dataset.

LUMO energy ... -0.75 eV
Gap between HOMO and LUMO ... 8.31 eV
E_HOMO ... -9.05 eV
SMILES ... C#[N+][O-].S=CS

ORCA input file:
```
! RIJCOSX wB97M-V def2-TZVPD def2/J DEFGRID3
* xyz 0 1
S 1.10851 -1.62636 -0.03044
H 1.13653 0.47575 -0.99926
H 1.37200 -2.06824 1.25434
C -1.21860 0.07194 -0.72788
N -1.72056 0.90473 -0.11623
S 1.30161 1.20943 1.21467
C 1.04386 0.15305 -0.00691
H -0.79227 -0.77269 -1.18464
O -2.23107 1.65240 0.59635
*
```

***

Arrangement C

The following is a quantum chemistry calculation of the molecule C2H3NOS2, from the Open Molecules 2025 dataset.

LUMO energy ... -0.79 eV
Gap between HOMO and LUMO ... 8.56 eV
E_HOMO ... -9.35 eV
SMILES ... O/N=C\SC=S

ORCA input file:
```
! RIJCOSX wB97M-V def2-TZVPD def2/J DEFGRID3
* xyz 0 1
S 3.32829 0.23914 -0.09947
C 1.75414 0.22707 0.25268
H 1.02682 1.02721 0.87931
H -1.02942 0.94446 -1.32700
H -1.06762 -1.83523 0.87467
O -1.69604 1.23756 -0.44152
N -1.96780 -0.05273 0.23024
C -1.03156 -0.89636 0.21755
S 0.68318 -0.89113 -0.58645
*
```

***

Stability summary: most stable arrangement A, least stable arrangement B.

***

Arrangement A

The following is a quantum chemistry calculation of a structure of composition C2H3NOS2, from the Open Molecules 2025 dataset.

LUMO energy (spin up / spin down) ... -2.56 / -2.49 eV
Gap between HOMO and LUMO (spin up / spin down) ... 6.53 / 6.66 eV
E_HOMO (spin up / spin down) ... -9.09 / -9.15 eV

ORCA input file:
```
! RIJCOSX wB97M-V def2-TZVPD def2/J DEFGRID3
* xyz 0 1
S 0.73457 -3.20650 -0.15784
C 0.01913 -0.67617 -0.75089
H 1.75960 0.32927 -0.13601
O -0.24399 -2.41247 -2.20399
H 0.38311 0.79928 0.99039
C 0.84209 -0.07196 0.38433
S 1.04198 -1.26112 1.88031
N 0.10286 -1.92667 -1.15013
H -0.28393 0.06382 -1.48677
*
```

***

Arrangement B

The following is a quantum chemistry calculation of the molecule C2H3NOS2, from the Open Molecules 2025 dataset.

LUMO energy ... -0.32 eV
Gap between HOMO and LUMO ... 8.75 eV
E_HOMO ... -9.07 eV
SMILES ... S=CNOC=S

ORCA input file:
```
! RIJCOSX wB97M-V def2-TZVPD def2/J DEFGRID3
* xyz 0 1
O 0.77819 -0.00881 0.55987
C -0.32247 -1.31685 -1.12182
H -0.84311 0.71313 -0.56533
H 0.29827 -2.11813 -0.62039
S -0.54695 2.13997 1.29267
H 1.52669 1.00296 2.05932
N -0.12533 -0.04271 -0.53849
S -1.36502 -1.41722 -2.41897
C 0.59972 1.04766 1.35315
*
```

***

Arrangement C

The following is a quantum chemistry calculation of the molecule C2H3NOS2, from the Open Molecules 2025 dataset.

LUMO energy (spin up / spin down) ... -3.08 / -0.71 eV
Gap between HOMO and LUMO (spin up / spin down) ... 5.54 / 9.16 eV
E_HOMO (spin up / spin down) ... -8.62 / -9.87 eV

ORCA input file:
```
! RIJCOSX wB97M-V def2-TZVPD def2/J DEFGRID3
* xyz 0 1
H 1.11019 0.53351 1.28037
O -0.36121 -2.28095 1.37170
H -0.61036 0.39223 1.42399
C 0.20900 0.18970 0.74926
H 0.08867 0.39096 -2.53489
C -0.20844 0.58322 -0.64382
N 0.43041 0.01767 -1.62154
S -1.34501 1.79036 -0.70044
S 0.68675 -1.61670 0.67535
*
```

***

Arrangement D

The following is a quantum chemistry calculation of the molecule C2H3NOS2, from the Open Molecules 2025 dataset.

LUMO energy (spin up / spin down) ... -1.63 / -1.40 eV
Gap between HOMO and LUMO (spin up / spin down) ... 7.09 / 7.29 eV
E_HOMO (spin up / spin down) ... -8.72 / -8.69 eV

ORCA input file:
```
! RIJCOSX wB97M-V def2-TZVPD def2/J DEFGRID3
* xyz 0 1
S -2.18623 -0.94657 -0.04376
C 1.46494 -0.57044 0.05258
H 2.41649 -1.12528 0.07237
H 0.66182 -1.09497 0.44242
H 1.77725 1.53103 -0.28043
S -1.56041 0.95388 -0.01403
O -3.63221 -0.85936 -0.05556
C 1.09971 0.69908 -0.18875
N -0.04136 1.41261 0.01515
*
```

***

Stability summary: most stable arrangement B, least stable arrangement A.

***

Arrangement A

The following is a quantum chemistry calculation of the molecule C3H3N5, from the Open Molecules 2025 dataset.

LUMO energy ... -0.31 eV
Gap between HOMO and LUMO ... 8.93 eV
E_HOMO ... -9.24 eV
SMILES ... [H]/N=c1/cnncnn1

ORCA input file:
```
! RIJCOSX wB97M-V def2-TZVPD def2/J DEFGRID3
* xyz 0 1
H -0.80637 -0.24295 2.95735
N 1.05818 1.06252 -0.83816
C -0.66356 0.35663 0.82170
N 1.54045 -0.14857 -0.58284
C -0.06952 1.38212 -0.19237
N -0.53095 0.46061 2.11486
H -0.44138 2.33904 -0.25811
C 0.73202 -1.17638 -0.57921
N -1.41161 -0.65691 -0.14427
N -0.63910 -1.19792 -0.86730
H 1.13538 -2.10844 -0.77605
*
```

***

Arrangement B

The following is a quantum chemistry calculation of a structure of composition C3H3N5, from the Open Molecules 2025 dataset.

LUMO energy ... 0.69 eV
Gap between HOMO and LUMO ... 10.10 eV
E_HOMO ... -9.41 eV

ORCA input file:
```
! RIJCOSX wB97M-V def2-TZVPD def2/J DEFGRID3
* xyz 0 1
N -1.47068 -1.29982 -0.20433
N 1.03185 0.92647 -0.17528
H 1.50398 1.70248 0.14145
N 1.22037 -1.33750 0.07959
N -2.05105 -0.17160 -0.04259
H 2.89244 0.04968 0.18483
C 1.83248 -0.21456 -0.06413
C -0.28363 0.47610 -0.32069
C -0.19756 -0.90161 -0.14781
H -3.00532 -0.32919 0.48114
N -1.47287 1.09954 0.06783
*
```

***

Arrangement C

The following is a quantum chemistry calculation of the molecule C3H3N5, from the Open Molecules 2025 dataset.

LUMO energy ... -1.07 eV
Gap between HOMO and LUMO ... 9.14 eV
E_HOMO ... -10.21 eV
SMILES ... [H]/N=c1\cnnncn1

ORCA input file:
```
! RIJCOSX wB97M-V def2-TZVPD def2/J DEFGRID3
* xyz 0 1
N -0.26697 -1.24117 -0.50862
H -0.85374 1.72569 -1.20680
H 1.67829 -2.06115 -0.61063
N 1.52638 0.72520 0.69175
C -0.93655 -0.15946 0.08993
H -2.35165 0.62608 0.82741
C 0.98804 -1.30282 -0.22940
N 0.87320 1.39495 -0.17558
C -0.33429 1.12649 -0.48090
N 1.61981 -0.58862 0.74084
N -1.94251 -0.24518 0.86198
*
```

***

Arrangement D

The following is a quantum chemistry calculation of the molecule C3H3N5, from the Open Molecules 2025 dataset.

LUMO energy ... -0.68 eV
Gap between HOMO and LUMO ... 8.54 eV
E_HOMO ... -9.22 eV
SMILES ... N=c1nnccnn1

ORCA input file:
```
! RIJCOSX wB97M-V def2-TZVPD def2/J DEFGRID3
* xyz 0 1
C 1.22230 -0.74927 0.17132
N -0.76258 -1.01785 -1.00078
N 0.56870 1.37932 -0.54969
N -2.28805 -0.05981 0.41545
H 1.78622 -1.43199 0.80590
N -0.54479 1.14623 -0.84773
H 2.17509 0.75266 0.75593
H -2.77155 0.75458 0.99947
C -1.18752 0.03562 -0.24790
C 1.44417 0.53927 0.09022
N 0.35802 -1.34877 -0.59218
*
```

***

Stability summary: most stable arrangement B, least stable arrangement D.